Formula: BH22NO7
Source: OMol25
Level of theory: ωB97M-V with the def2-TZVPD basis set

```
31
Properties=species:S:1:pos:R:3:forces:R:3:lowdin_charge:R:1
N 0.97787 0.11261 -0.22142 3.80 1.64 5.08 0.363
H 0.49087 0.06861 -0.99642 -5.34 -0.03 -4.62 0.030
H 1.01487 -0.73139 0.25858 -0.02 -2.97 0.38 0.081
H 0.71987 0.71361 0.63258 0.40 0.52 -2.46 0.154
H 1.85987 0.16861 -0.74242 0.79 0.88 1.11 0.142
B -2.17813 2.33761 -2.48642 3.39 0.88 -1.01 -0.463
H -2.62713 1.46861 -3.07342 -0.60 -1.82 -0.84 -0.103
H -2.93613 3.05461 -2.12542 -2.37 1.97 0.93 -0.132
H -1.49113 2.12661 -1.53042 0.62 -0.99 1.09 -0.119
H -1.32613 3.00361 -3.19942 -0.72 -0.56 0.22 -0.045
O 2.34587 -0.59539 -2.99542 1.25 1.13 1.80 -0.034
H 3.08087 -1.03039 -2.52242 -0.52 0.03 -0.70 0.056
H 1.93587 -1.23739 -3.53842 -0.72 -1.14 -0.78 0.028
O -1.28513 -1.23539 -2.32842 0.46 -2.69 2.49 -0.069
H -1.60213 -0.36039 -2.32542 -0.98 2.52 -0.42 -0.050
H -1.59013 -1.57439 -1.42542 0.51 0.54 -2.08 0.066
O 1.42587 -3.30539 0.11058 5.95 -4.03 -2.03 -0.115
H 2.06487 -4.19539 0.41458 -2.54 4.00 -1.76 0.183
H 0.87287 -3.36139 0.81458 -3.04 0.16 3.65 -0.122
O -1.42113 0.82161 1.76858 -3.41 2.11 -0.01 -0.175
H -2.45813 0.74461 1.42758 4.17 0.56 1.23 0.166
H -1.35513 1.77461 2.18058 -0.42 -2.62 -1.42 0.111
O -0.40613 -2.79939 1.95258 -0.87 2.15 3.49 -0.107
H -0.67813 -2.18639 2.81258 1.08 -2.28 -3.26 0.132
H -0.90713 -2.48639 1.20058 -0.57 0.23 0.02 0.022
O 1.66287 2.86861 1.50658 1.93 1.26 -0.22 -0.125
H 2.50587 3.00161 2.06258 -1.97 -0.17 -1.42 0.082
H 1.72687 3.53961 0.75358 -0.09 -1.29 1.58 0.084
O -0.05913 -0.57539 3.90658 1.24 -4.61 0.36 0.023
H -0.37013 -0.18139 3.15758 -1.60 2.04 -3.23 -0.069
H 0.00587 0.05061 4.55058 0.20 2.59 2.80 0.006
```
Forces are in eV/Å.

Its energy relative to the best compared isomer or geometry (same formula, charge and spin) is 100.4 kJ/mol. Its total charge is 0.

Formula: C5H5NOS
Source: OMol25
Level of theory: ωB97M-V with the def2-TZVPD basis set

```
13
Properties=species:S:1:pos:R:3:forces:R:3:lowdin_charge:R:1
C 0.22861 -0.43576 -1.03684 -1.12 2.30 -0.45 -0.216
C -0.11523 0.20425 0.14901 1.81 -3.14 -3.10 -0.366
C -0.97978 1.17608 -0.13499 -5.02 8.16 -2.51 -0.142
C -1.58531 2.15843 -0.65808 2.46 -4.56 2.97 0.150
C 0.26052 -0.24806 1.37291 -0.92 0.66 3.55 -0.788
H 1.09946 -1.44100 -2.42605 -1.21 -1.86 4.55 0.212
H 1.79481 -1.98202 -0.62109 -4.50 1.62 -1.66 0.179
H -0.10680 0.19591 -1.97125 0.53 -1.70 1.76 0.164
H -2.40555 2.80279 -0.73318 -0.55 0.68 -0.49 0.004
H 0.10692 0.08817 3.17120 -2.85 0.95 -1.88 0.141
N 0.72810 -1.64358 -1.23457 6.72 -0.85 -4.40 0.014
O -0.57896 0.33082 2.37539 4.94 -2.24 1.37 -0.053
S 1.55321 -1.20604 1.74753 -0.31 -0.03 0.28 0.701
```
Forces are in eV/Å.

Its energy relative to the best compared isomer or geometry (same formula, charge and spin) is 564.5 kJ/mol. Its total charge is 0.

Formula: C2H2N2O2
Source: OMol25
Level of theory: ωB97M-V with the def2-TZVPD basis set

```
8
Properties=species:S:1:pos:R:3:forces:R:3:lowdin_charge:R:1
C 1.13700 -1.36093 0.44087 1.01 2.81 -1.55 0.164
C -2.29751 -0.02723 -0.19876 -2.31 -2.53 -1.51 -0.463
N 1.57872 0.88270 -0.74764 -1.98 -3.84 1.24 0.000
N 1.49203 0.50380 0.39952 0.25 -2.10 -1.59 -0.056
O -1.82755 0.66377 0.54895 2.38 3.01 2.55 0.226
O -2.89345 -0.77875 -0.84001 -0.06 -0.48 -1.05 0.207
H 0.69329 -1.52764 1.39202 -0.69 0.16 1.57 -0.110
H 2.11747 1.64426 -0.99494 1.41 2.97 0.33 0.033
```
Forces are in eV/Å.

Its energy relative to the best compared isomer or geometry (same formula, charge and spin) is 695.7 kJ/mol. Its total charge is 0.

Formula: C21H20IN11ORuS2
Source: OMol25
Level of theory: ωB97M-V with the def2-TZVPD basis set

```
57
Properties=species:S:1:pos:R:3:forces:R:3:lowdin_charge:R:1
Ru 0.38460 0.03189 -0.21224 0.67 -0.83 -0.30 1.432
S -2.79436 6.85198 0.29323 0.00 0.00 0.00 1.144
N -1.27531 6.43774 -0.02223 0.04 0.07 -0.01 -0.184
C -1.23907 5.11587 -0.06574 -0.03 -0.10 0.01 -0.297
C -0.06766 4.30982 -0.34147 -0.03 0.10 -0.01 -0.051
C 1.18530 4.83344 -0.67593 -0.01 -0.04 0.01 0.072
C 2.20440 3.95720 -0.97379 -0.01 -0.07 -0.01 0.015
C 1.96942 2.58639 -0.90278 0.29 0.05 -0.11 -0.080
N 0.79585 2.07469 -0.55371 -0.04 -0.35 0.18 -0.020
C -0.22255 2.92640 -0.29913 -0.24 0.04 0.03 -0.135
C -1.50922 2.31258 -0.05237 -0.02 0.43 -0.09 -0.140
N -1.54941 0.95781 -0.09714 0.73 -0.32 0.17 -0.026
C -2.73170 0.34756 0.01989 0.08 -0.50 0.11 -0.084
C -3.91881 1.04345 0.19833 0.03 0.20 0.01 0.020
C -3.88370 2.42071 0.27686 -0.08 -0.15 0.01 0.082
C -2.65574 3.07661 0.14536 0.15 0.04 -0.02 -0.053
C -2.49897 4.51617 0.16915 0.09 -0.04 -0.02 -0.298
N -3.46436 5.39467 0.38498 -0.04 0.01 0.01 -0.183
H 1.32529 5.90609 -0.71288 0.00 0.01 -0.01 0.145
H 3.18212 4.31091 -1.26791 0.00 0.00 0.00 0.133
H 2.75746 1.89097 -1.16198 -0.05 0.07 0.05 0.111
H -2.71892 -0.73607 -0.01886 -0.09 -0.20 -0.03 0.014
H -4.85024 0.50211 0.27760 0.03 -0.06 0.00 0.134
H -4.78292 3.00500 0.42715 -0.01 0.00 -0.01 0.146
I 0.14748 -5.82713 2.03898 -0.09 0.07 -0.07 1.007
C 0.15472 -4.20313 0.78644 0.20 0.43 0.21 -0.816
C 0.30987 -4.19306 -0.59502 -0.07 0.17 0.06 -0.120
N 0.30321 -2.91531 -0.98550 0.32 -0.01 -0.28 -0.001
N 0.16248 -2.07552 0.06240 -0.14 1.44 -0.49 -0.150
C 0.06105 -2.85209 1.13731 0.25 -0.61 0.51 -0.243
H 0.43275 -5.00227 -1.29647 -0.05 0.00 -0.02 0.147
H 0.44265 -2.53936 -1.91074 -0.09 -0.12 -0.04 0.164
H -0.05999 -2.42125 2.11794 -0.07 -0.03 0.00 0.122
C 4.68117 -1.12185 -2.05492 0.03 -0.06 -0.11 0.057
N 4.16261 -0.76005 -0.72190 -0.29 0.09 -0.06 -0.005
C 4.97141 -0.69628 0.38058 0.05 -0.04 0.04 0.035
C 4.49462 -0.37685 1.60139 -0.06 0.01 -0.03 0.058
C 3.10400 -0.09268 1.73084 -0.03 0.14 0.59 -0.307
N 2.33834 -0.14804 0.63318 -0.75 0.05 -0.32 0.066
C 2.85170 -0.49068 -0.55776 0.72 -0.19 0.32 -0.523
O 1.99785 -0.52610 -1.48599 -1.03 0.30 -0.11 -0.060
N 2.55085 0.22724 2.89046 0.05 0.00 -0.26 0.235
H 5.73441 -0.86063 -2.09812 0.00 0.01 0.01 0.114
H 4.13574 -0.56420 -2.81032 0.01 0.01 -0.01 0.108
H 4.55872 -2.18915 -2.22666 -0.01 0.00 0.02 0.118
H 6.01566 -0.91959 0.20872 0.01 0.00 -0.01 0.162
H 5.15492 -0.32754 2.45397 -0.02 -0.01 0.02 0.142
H 3.10635 0.30338 3.72795 0.01 -0.01 0.04 0.148
H 1.57632 0.47580 2.94138 -0.01 0.00 0.09 0.128
N -4.86390 -4.33527 1.05072 -0.54 -0.28 0.25 0.124
C -4.28497 -4.05467 -0.10264 1.33 0.78 -0.08 -0.861
N -4.86555 -4.35920 -1.24830 -0.55 -0.34 -0.25 0.123
S -2.73211 -3.26785 -0.11510 -0.89 -0.29 0.02 0.654
H -5.71362 -4.87933 1.11047 0.03 0.09 -0.02 0.133
H -4.41351 -4.08291 1.91452 0.08 -0.02 -0.15 0.107
H -5.77898 -4.78935 -1.29623 0.10 -0.04 0.02 0.132
H -4.37777 -4.20906 -2.11597 0.02 0.09 0.14 0.107
```
Forces are in eV/Å.

As for the spin multiplicity: 2. Its energy relative to the best compared isomer or geometry (same formula, charge and spin) is 45.7 kJ/mol. Its total charge is +3. As for the expectation value of S²: 0.85.

Formula: C4H11NO
Source: OMol25
Level of theory: ωB97M-V with the def2-TZVPD basis set

```
17
Properties=species:S:1:pos:R:3:forces:R:3:lowdin_charge:R:1
C -0.05240 1.99758 0.46648 -1.36 -0.51 -1.63 -0.098
N -1.01716 -0.81891 -0.48479 0.43 0.99 0.12 0.068
C 0.21702 -0.19571 -0.85582 -0.81 -1.24 0.17 -0.411
C 0.62086 0.99111 -0.43222 1.75 0.62 0.63 -0.153
C 1.06880 -1.19182 -1.62381 0.78 1.48 0.48 -0.052
H -0.57100 1.43116 1.23409 -0.01 0.54 0.57 0.045
H 0.57467 2.81832 0.78988 0.34 -0.34 0.41 0.066
H -0.81833 2.49517 -0.15525 -0.10 -0.05 0.39 0.078
H -1.73080 -0.19750 -0.12466 0.12 0.04 -0.01 0.089
H -1.39174 -1.37447 -1.22250 -0.26 -0.44 -0.42 0.076
H 1.68081 1.19813 -0.57984 -0.15 -0.05 -0.43 0.096
H 0.93932 -1.08332 -2.69525 -0.61 -0.61 -0.21 0.075
H 0.91568 -2.17008 -1.18128 -0.07 -0.29 -0.51 0.077
H 2.12249 -0.92297 -1.51628 0.01 -0.09 0.29 0.073
H 0.15070 -0.29383 2.71649 -0.72 0.03 0.56 0.049
H -0.30893 -1.02177 1.57121 -0.82 -0.40 -0.45 0.001
O -0.68167 -0.69682 2.40295 1.48 0.31 0.04 -0.079
```
Forces are in eV/Å.

Its energy relative to the best compared isomer or geometry (same formula, charge and spin) is 113.6 kJ/mol. Its total charge is 0. The SMILES is C/C=C(/C)N.O.

Formula: C4H9N4
Source: OMol25
Level of theory: ωB97M-V with the def2-TZVPD basis set

```
17
Properties=species:S:1:pos:R:3:forces:R:3:lowdin_charge:R:1
C 1.01196 -0.35122 -0.34994 -2.31 3.19 0.25 -0.384
C 1.99281 -1.31404 -0.68191 1.26 -2.44 3.03 0.025
C 0.93096 1.54497 1.26366 -2.45 4.65 3.81 -0.143
C -2.59863 -0.18669 -0.84696 -3.02 0.42 0.14 0.007
N -1.80338 -0.40483 1.49973 -0.73 0.63 -0.89 0.387
N -0.13345 0.22432 -0.63185 2.94 -1.14 -0.40 0.148
N 1.14709 0.83683 0.23294 1.29 -4.92 -8.86 -0.018
N -2.03160 -0.16738 0.44916 0.05 -1.88 2.71 -0.026
H 2.87287 -0.79746 -0.98954 0.55 0.39 -0.74 0.102
H 2.35960 -1.77220 0.33549 -0.71 0.64 -1.64 0.153
H 1.68568 -2.13592 -1.28302 -0.21 -0.33 -0.75 0.085
H -0.10744 1.38835 1.55074 0.13 0.16 1.44 0.073
H 1.72473 1.23369 1.86452 0.96 0.35 2.53 0.105
H 0.99728 2.60731 0.94586 0.14 -0.18 0.89 0.124
H -2.28381 -1.07790 -1.32563 0.23 -1.25 -0.10 0.106
H -3.77549 -0.17472 -0.71281 2.54 0.47 -0.47 0.183
H -1.98921 0.54692 -1.32047 -0.68 1.25 -0.94 0.076
```
Forces are in eV/Å.

Its energy relative to the best compared isomer or geometry (same formula, charge and spin) is 739.4 kJ/mol. Its total charge is +1.

Formula: C29H29BBr2N6O2SbSn
Source: OMol25
Level of theory: ωB97M-V with the def2-TZVPD basis set

```
71
Properties=species:S:1:pos:R:3:forces:R:3:lowdin_charge:R:1
Sn 0.29691 -0.22305 -0.62022 -0.06 0.11 0.10 1.103
C 2.57198 0.50086 3.15594 0.02 -0.03 -0.01 -0.038
C 1.75463 -0.27665 2.34566 0.00 0.00 0.00 -0.132
N 1.50132 0.36187 1.20251 -0.01 -0.02 -0.02 -0.068
N 2.12394 1.56028 1.26776 0.04 -0.01 -0.03 -0.027
C 2.78033 1.65752 2.42933 -0.05 0.03 0.02 -0.075
B 2.02820 2.56147 0.10466 0.02 0.01 -0.02 -0.519
N 0.53248 2.82909 -0.20637 -0.04 -0.05 0.09 -0.006
C -0.10619 4.00009 -0.20807 0.02 0.00 0.01 -0.049
C -1.44608 3.78814 -0.47945 -0.04 -0.01 0.01 -0.013
C -1.56143 2.41541 -0.62626 0.03 -0.03 0.06 -0.121
N -0.36317 1.83968 -0.46379 0.00 0.03 -0.05 -0.060
N 2.65549 1.89360 -1.12458 0.02 0.00 0.01 -0.016
C 3.62995 2.29939 -1.94390 0.00 0.00 0.00 -0.036
C 3.78701 1.35326 -2.94031 0.01 0.00 0.01 -0.019
C 2.83947 0.37899 -2.64966 0.00 -0.01 -0.01 -0.119
N 2.16446 0.71030 -1.54636 -0.01 0.02 -0.02 -0.054
H 2.93894 0.26606 4.13860 0.00 0.00 0.00 0.111
H 1.31437 -1.23484 2.54884 -0.03 -0.07 0.00 0.092
H 3.33627 2.54961 2.66565 0.00 0.00 0.00 0.137
H 2.57766 3.58664 0.37083 0.00 0.00 0.00 0.131
H 0.43535 4.90910 -0.00663 0.00 0.00 0.00 0.137
H -2.22841 4.52254 -0.54285 0.00 0.00 0.00 0.111
H -2.43561 1.81320 -0.80010 -0.04 -0.04 0.02 0.117
H 4.14113 3.23024 -1.76386 0.00 0.00 0.00 0.134
H 4.48637 1.36724 -3.75662 0.00 0.00 0.00 0.107
H 2.61619 -0.52892 -3.18394 0.00 0.01 0.00 0.101
Br 1.94899 -2.66040 -1.12847 0.02 0.03 0.02 0.879
C 1.22993 -2.80718 -2.90109 -0.01 0.00 0.01 -0.574
C 1.67237 -3.87714 -3.61937 0.00 0.00 -0.01 -0.113
C 1.19945 -4.07557 -4.93096 0.00 0.00 0.00 -0.052
C 0.31161 -3.19219 -5.46519 0.01 0.00 0.00 -0.013
C -0.14807 -2.07585 -4.72508 -0.01 0.00 0.00 -0.149
C -1.06229 -1.16913 -5.31733 0.01 0.00 0.00 -0.014
C -1.50494 -0.08132 -4.63270 0.00 0.00 0.00 -0.050
C -1.05985 0.13968 -3.31103 0.00 0.00 0.00 -0.106
C -0.18781 -0.71058 -2.68260 0.00 -0.06 0.02 -0.278
C 0.29980 -1.84987 -3.39283 0.01 0.00 0.01 -0.251
H 2.38148 -4.56910 -3.18687 0.00 0.00 0.00 0.106
H 1.54970 -4.92607 -5.49890 0.00 0.00 0.00 0.116
H -0.05866 -3.32699 -6.47357 0.00 0.00 0.00 0.122
H -1.39313 -1.36036 -6.33040 0.00 0.00 0.00 0.121
H -2.19481 0.61575 -5.08926 0.00 0.00 0.00 0.114
H -1.42726 1.02199 -2.80214 0.00 0.00 0.00 0.077
Br -0.45262 2.46751 3.32426 0.03 0.05 -0.07 0.888
C -2.24398 2.05891 3.78240 0.02 -0.06 0.03 -0.586
C -2.87875 2.83743 4.73629 0.00 0.00 0.00 -0.116
C -4.18845 2.54900 5.08530 0.00 0.00 0.00 -0.068
C -4.85655 1.49686 4.47587 0.00 0.00 0.00 -0.063
C -4.21353 0.73602 3.51430 -0.03 0.03 -0.03 -0.014
C -2.89383 1.00407 3.16242 0.00 0.05 -0.06 -0.174
C -2.26235 0.12334 2.12140 -0.08 -0.03 0.02 -0.686
O -1.36407 -0.70019 2.50084 0.18 0.03 0.06 -0.181
O -2.70291 0.13569 0.95730 0.01 0.07 -0.08 -0.077
H -2.34930 3.65778 5.20017 0.00 0.00 0.00 0.103
H -4.68601 3.15113 5.83347 0.00 0.00 0.00 0.111
H -5.87981 1.27299 4.74481 0.00 0.00 0.00 0.110
H -4.73602 -0.07515 3.02274 0.01 0.01 -0.01 0.121
C -3.22173 -2.67944 1.55686 -0.01 -0.01 0.00 -0.224
Sb -1.33232 -2.16133 0.74246 -0.05 -0.04 -0.06 1.386
C -0.06945 -3.47440 1.82851 -0.03 0.00 0.02 -0.265
C -1.71018 -3.26139 -1.08324 0.00 0.02 0.00 -0.266
H -3.35343 -3.74916 1.39651 0.01 -0.01 0.01 0.025
H -4.00849 -2.13149 1.04543 0.01 -0.01 -0.01 0.030
H -3.22896 -2.45572 2.62022 -0.02 0.00 0.00 0.028
H -0.37618 -3.43532 2.87229 0.01 0.01 0.00 0.029
H 0.97841 -3.20584 1.74312 0.05 -0.01 -0.01 -0.024
H -0.20176 -4.48361 1.44126 -0.04 0.00 0.00 0.027
H -2.43466 -4.03690 -0.83565 0.01 0.01 0.02 0.015
H -0.80902 -3.72359 -1.47606 0.03 -0.01 -0.03 -0.011
H -2.13738 -2.60481 -1.84010 -0.01 -0.01 0.00 0.015
```
Forces are in eV/Å.

Its energy relative to the best compared isomer or geometry (same formula, charge and spin) is 84.4 kJ/mol. Its total charge is +1.